1.
Molecular formula: C18H17ClN2O3
Method: DFT, the ωB97M-V functional and the def2-TZVPD basis

```
! wB97M-V def2-TZVPD RIJCOSX def2/J DEFGRID3
* xyz 0 1
C 4.53 0.36 2.14
C 4.40 -0.77 1.16
O 5.11 -1.75 1.22
C 3.36 -0.64 0.10
C 3.31 -1.61 -0.90
C 2.37 -1.53 -1.90
C 1.46 -0.49 -1.92
C 1.49 0.49 -0.93
N 0.54 1.50 -0.99
C 0.26 2.48 -0.09
O 0.89 2.69 0.93
C -0.95 3.31 -0.48
C -2.15 2.93 0.41
N -2.38 1.49 0.47
C -2.40 0.64 -0.57
O -2.12 0.95 -1.72
C -2.72 -0.77 -0.19
C -1.82 -1.77 -0.55
C -2.06 -3.09 -0.24
C -3.22 -3.44 0.42
C -4.14 -2.47 0.78
C -3.88 -1.14 0.48
Cl -5.07 0.05 0.91
C 2.44 0.41 0.08
H 4.70 1.30 1.62
H 3.61 0.46 2.72
H 5.36 0.16 2.81
H 4.03 -2.42 -0.86
H 2.34 -2.28 -2.68
H 0.73 -0.42 -2.71
H -0.14 1.39 -1.74
H -1.21 3.17 -1.52
H -0.73 4.36 -0.29
H -1.96 3.26 1.43
H -3.05 3.43 0.03
H -2.66 1.13 1.37
H -0.91 -1.49 -1.07
H -1.34 -3.85 -0.52
H -3.42 -4.48 0.66
H -5.05 -2.74 1.29
H 2.45 1.18 0.84
*
```

Computed properties:
Relative energy (zero: lowest compared OMol25 entry of this formula, charge and spin)   0.00 kcal/mol
SMILES string   CC(=O)c1cccc(NC(=O)CCNC(=O)c2ccccc2Cl)c1
HOMO-LUMO gap   9.02 eV
F_max   0.808 eV/Å

2.
Molecular formula: C18H17ClN4O4S2
Method: DFT, the ωB97M-V functional and the def2-TZVPD basis

```
! wB97M-V def2-TZVPD RIJCOSX def2/J DEFGRID3
* xyz 0 1
C -4.47 -2.87 -0.56
C -3.20 -2.04 -0.77
C -3.12 -0.91 0.19
N -3.81 -0.80 1.26
N -3.57 0.29 1.97
C -2.69 1.06 1.45
N -2.22 2.21 2.00
S -1.58 3.45 1.01
O -1.47 4.58 1.87
O -2.37 3.56 -0.18
C 0.02 2.80 0.59
C 0.59 3.21 -0.61
C 1.84 2.73 -0.97
C 2.50 1.82 -0.15
N 3.72 1.29 -0.54
C 4.13 -0.02 -0.44
O 5.26 -0.34 -0.71
C 3.07 -0.99 -0.03
C 3.29 -1.85 1.03
C 2.31 -2.76 1.41
Cl 2.59 -3.81 2.74
C 1.11 -2.81 0.72
C 0.90 -1.98 -0.37
C 1.87 -1.07 -0.76
O 1.76 -0.24 -1.83
C 0.61 -0.32 -2.64
C 1.92 1.45 1.07
C 0.69 1.95 1.44
S -2.02 0.47 -0.06
H -4.49 -3.70 -1.26
H -4.49 -3.25 0.45
H -5.35 -2.25 -0.71
H -2.32 -2.67 -0.64
H -3.17 -1.64 -1.79
H -2.69 2.52 2.84
H 0.04 3.89 -1.24
H 2.29 3.04 -1.90
H 4.34 1.89 -1.07
H 4.23 -1.81 1.56
H 0.35 -3.51 1.02
H -0.04 -2.05 -0.90
H 0.48 -1.32 -3.07
H 0.77 0.40 -3.45
H -0.29 -0.04 -2.09
H 2.45 0.78 1.73
H 0.24 1.67 2.38
*
```

Computed properties:
Relative energy (zero: lowest compared OMol25 entry of this formula, charge and spin)   63.03 kcal/mol
SMILES string   CCc1nnc(NS(=O)(=O)c2ccc(NC(=O)c3cc(Cl)ccc3OC)cc2)s1
HOMO-LUMO gap   8.90 eV
F_max   1.883 eV/Å

3.
Molecular formula: C18H17CoN2O2SSe
Method: DFT, the ωB97M-V functional and the def2-TZVPD basis

```
! wB97M-V def2-TZVPD RIJCOSX def2/J DEFGRID3
* xyz 0 5
Co 2.07 1.97 -0.22
C 0.02 3.06 1.55
C 0.26 3.91 0.47
C 1.55 4.35 0.20
C 2.62 3.90 0.99
C 2.38 3.02 2.05
C 1.07 2.61 2.33
H -0.99 2.71 1.73
H -0.56 4.21 -0.17
H 1.74 5.02 -0.63
H 3.62 4.27 0.81
H 3.20 2.69 2.67
H 0.89 1.93 3.15
C -4.45 -3.75 0.47
C -3.51 -2.67 0.00
C -3.23 -2.51 -1.35
C -2.38 -1.50 -1.79
C -1.81 -0.64 -0.86
C -2.09 -0.78 0.50
C -2.93 -1.79 0.92
S -0.74 0.66 -1.40
O -0.41 0.38 -2.77
O -1.39 1.91 -1.08
N 0.52 0.58 -0.41
C 1.43 -0.46 -0.47
C 1.29 -1.72 -1.08
C 2.34 -2.60 -0.97
C 3.51 -2.24 -0.31
C 3.58 -0.97 0.22
N 2.57 -0.11 0.14
H -4.68 -4.45 -0.33
H -5.38 -3.33 0.84
H -4.01 -4.32 1.30
H -3.67 -3.18 -2.07
H -2.14 -1.37 -2.83
H -1.63 -0.10 1.21
H -3.14 -1.91 1.97
H 0.40 -1.97 -1.63
H 2.25 -3.58 -1.43
H 4.35 -2.92 -0.22
H 4.48 -0.61 0.70
Se 3.03 2.31 -2.23
*
```

Computed properties:
Relative energy (zero: lowest compared OMol25 entry of this formula, charge and spin)   0.00 kcal/mol
<S²>   6.02
HOMO-LUMO gap (spin up / spin down)   8.65 / 6.97 eV
F_max   0.666 eV/Å

4.
Molecular formula: C18H17N2OPPtS5
Method: DFT, the ωB97M-V functional and the def2-TZVPD basis

```
! wB97M-V def2-TZVPD RIJCOSX def2/J DEFGRID3
* xyz 0 1
Pt -1.05 0.38 -0.45
C -1.04 0.59 3.91
C -0.92 0.95 2.56
N -1.09 0.07 1.59
C -1.32 -1.23 1.91
C -1.48 -1.67 3.23
C -1.34 -0.71 4.24
C -1.78 -3.05 3.46
C -1.87 -3.92 2.43
C -1.65 -3.50 1.08
C -1.73 -4.37 -0.03
C -1.49 -3.87 -1.28
C -1.16 -2.52 -1.44
N -1.08 -1.69 -0.42
C -1.35 -2.17 0.83
H -0.91 1.35 4.66
H -0.72 1.96 2.25
H -1.46 -1.00 5.28
H -1.92 -3.38 4.48
H -2.10 -4.97 2.62
H -1.97 -5.41 0.12
H -1.54 -4.50 -2.16
H -0.96 -2.10 -2.42
S -2.25 5.60 -5.29
C -1.97 4.42 -4.20
S -2.09 4.65 -2.48
C -1.65 3.02 -2.01
C -1.38 2.16 -3.00
S -0.85 0.53 -2.72
S -1.51 2.80 -4.62
S -1.59 2.57 -0.33
C 2.05 2.45 -1.22
P 2.84 0.92 -0.71
C 3.99 0.54 -2.06
C 3.90 1.36 0.69
O 1.91 -0.21 -0.42
H 2.76 3.28 -1.23
H 1.22 2.68 -0.54
H 1.62 2.32 -2.21
H 4.67 1.36 -2.26
H 3.40 0.33 -2.95
H 4.56 -0.35 -1.80
H 4.48 2.26 0.47
H 4.57 0.54 0.91
H 3.26 1.55 1.56
*
```

Computed properties:
Relative energy (zero: lowest compared OMol25 entry of this formula, charge and spin)   0.00 kcal/mol
HOMO-LUMO gap   5.42 eV
F_max   0.683 eV/Å